ORCA calculation (wB97M-V/def2-TZVPD) on 2 unconnected molecules or ions with the total composition C5H13N2O at a distorted geometry.

E_HOMO (alpha / beta) ... -9.176 / -13.942 eV
Spin multiplicity ... 3
Maximum force ... 0.082 hartree/bohr
LUMO level (alpha / beta) ... -2.92 / -5.15 eV
Kohn-Sham gap (alpha / beta) ... 0.230 / 0.323 hartree
Total charge ... +1
Energy ... -10411.4753 eV

Cartesian coordinates (Å):
C (2.83123, 0.57457, -0.59353)
C (1.65197, 0.98254, -0.22585)
C (-0.80037, -0.56856, -1.08560)
C (-0.61696, -0.09735, 1.41378)
C (0.06393, -0.59444, 0.15350)
N (0.74523, -1.79282, 0.33187)
N (-1.06117, 0.85086, -1.42375)
O (-1.31361, 1.11372, 1.14957)
H (3.64618, 1.27540, -0.73506)
H (3.07622, -0.45860, -0.78424)
H (1.30658, 1.96470, 0.03265)
H (-0.30226, -1.07517, -1.91275)
H (-1.75501, -1.06797, -0.89139)
H (0.13138, 0.05757, 2.19747)
H (-1.32490, -0.86454, 1.76119)
H (1.29470, -1.84817, 1.17792)
H (1.25549, -2.12156, -0.47585)
H (-0.14325, 1.29587, -1.59136)
H (-1.43374, 1.26224, -0.52784)
H (-1.70638, 0.96798, -2.20938)
H (-1.73753, 1.42211, 1.95490)

Here are the natural (NBO) charges for atoms 1 to 8, given in e: atom 1 (C): -0.466, atom 2 (C): -0.177, atom 3 (C): -0.284, atom 4 (C): -0.127, atom 5 (C): 0.122, atom 6 (N): -0.734, atom 7 (N): -0.702, atom 8 (O): -0.760

ORCA calculation (wB97M-V/def2-TZVPD) on 13 unconnected molecules or ions with the total composition C6H36NO13 at a distorted geometry.

E_HOMO ... -6.368 eV
Maximum force ... 0.066 hartree/bohr
LUMO level ... 2.36 eV
Kohn-Sham gap ... 0.321 hartree
Total charge ... -1
Energy ... -34915.1927 eV

Cartesian coordinates (Å):
C (0.15042, -2.60545, 1.45773)
N (1.31254, -2.03743, 0.65087)
C (2.51318, -2.84737, 0.67239)
C (3.52375, -2.22139, 1.60580)
C (3.13805, -0.73776, 1.57202)
C (1.63382, -0.68907, 1.10763)
C (1.60606, 0.28070, -0.04795)
O (0.26317, 0.77797, -0.25879)
H (0.00279, -3.59299, 1.06800)
H (-0.76722, -2.03956, 1.26034)
H (0.41472, -2.67268, 2.51344)
H (2.38657, -3.88972, 1.09431)
H (2.89173, -3.07745, -0.33677)
H (4.55916, -2.42633, 1.36478)
H (3.32119, -2.69418, 2.58677)
H (3.22947, 0.00892, 2.38654)
H (3.62263, -0.31386, 0.70232)
H (1.05803, -0.38220, 1.97204)
H (1.90376, -0.09579, -1.00929)
H (2.25459, 1.17920, 0.20310)
H (-3.95179, 0.86016, 1.75826)
H (-3.46257, 2.21081, 1.38860)
O (-4.27893, 1.69047, 1.38997)
H (-1.58460, 4.15974, -1.81718)
H (-2.64893, 3.11679, -1.37608)
O (-2.48859, 3.87987, -1.95663)
H (-2.82667, -0.20468, -1.29957)
H (-1.88102, -0.24807, -2.50620)
O (-2.73665, -0.58675, -2.18449)
H (2.92401, 2.61397, -3.19084)
H (3.35496, 2.00388, -1.85786)
O (3.02605, 2.81675, -2.25575)
H (-0.62052, 4.24233, 1.42917)
H (-1.01751, 2.78362, 1.77898)
O (-1.39241, 3.68426, 1.57632)
H (-1.05899, -0.39544, 0.07497)
H (-1.45461, 0.03470, 1.52973)
O (-1.82516, -0.36209, 0.72945)
H (0.67139, -1.83792, -1.49156)
H (-0.52368, -0.92974, -1.41715)
O (-0.10617, -1.55948, -2.00945)
H (-1.54506, 2.88266, 4.05197)
H (-1.52119, 1.56302, 3.34210)
O (-1.75025, 1.95529, 4.21558)
H (-3.37319, -3.07695, -1.89926)
H (-4.47944, -2.22518, -1.40103)
O (-4.22379, -3.16075, -1.44886)
H (0.01167, 1.06173, 0.82251)
H (0.48392, 1.82152, 2.57821)
O (-0.19424, 1.33940, 2.09859)
H (-0.12443, 1.71535, -2.09048)
H (-0.45366, 1.36755, -3.62952)
O (-0.81160, 1.52929, -2.75440)
H (0.27406, -1.28924, -3.94414)
H (1.56563, -2.03701, -4.21632)
O (1.00553, -1.34344, -4.58296)

Here are the natural (NBO) charges for atoms 1 to 8, given in e: atom 1 (C): -0.424, atom 2 (N): -0.487, atom 3 (C): -0.217, atom 4 (C): -0.424, atom 5 (C): -0.421, atom 6 (C): -0.098, atom 7 (C): -0.079, atom 8 (O): -0.867

ORCA calculation (wB97M-V/def2-TZVPD) on 10 unconnected molecules or ions with the total composition C28H62Cl4N2O18S6 at a distorted geometry.

E_HOMO ... -8.105 eV
Maximum force ... 0.072 hartree/bohr
LUMO level ... 0.30 eV
SMILES string ... CCOS(C)(=O)=O.CCOS(C)(=O)=O.CCOS(C)(=O)=O.CCOS(C)(=O)=O.CCOS(C)(=O)=O.CCOS(C)(=O)=O.c1cc[nH]c1.c1cc[nH]c1.ClCCl.ClCCl
Kohn-Sham gap ... 0.309 hartree
Energy ... -184973.6918 eV

Cartesian coordinates (Å):
C (-6.02462, 4.07891, 0.58110)
C (-4.55953, 3.84741, 0.32615)
O (-3.74561, 4.27468, 1.41408)
S (-3.54836, 3.37491, 2.62957)
C (-1.83560, 3.53652, 2.83010)
O (-4.17884, 3.91002, 3.74686)
O (-3.81916, 2.02623, 2.20190)
H (-6.33349, 3.56308, 1.48426)
H (-6.57872, 3.79063, -0.30885)
H (-6.15309, 5.16494, 0.75144)
H (-4.36816, 2.82718, 0.10086)
H (-4.16386, 4.41818, -0.48306)
H (-1.54701, 4.60742, 2.79209)
H (-1.23603, 3.06905, 2.02972)
H (-1.52981, 3.15703, 3.74282)
C (3.14782, -0.42284, 3.88130)
C (1.80242, -0.49128, 3.18240)
O (0.95178, -0.74548, 4.39260)
S (-0.57694, -0.40609, 4.15045)
C (-1.15770, -0.76374, 5.81061)
O (-0.70638, 0.96383, 3.90326)
O (-1.11057, -1.34553, 3.20194)
H (3.19294, 0.51147, 4.51633)
H (3.96561, -0.25614, 3.24078)
H (3.30085, -1.31984, 4.48061)
H (1.43404, 0.42559, 2.70766)
H (1.69840, -1.34065, 2.49812)
H (-0.84752, -1.75000, 6.18926)
H (-2.26106, -0.73316, 5.69551)
H (-0.79547, 0.07919, 6.39739)
C (-0.38775, -4.33424, -2.89389)
C (-0.22186, -3.09334, -3.59222)
O (1.26383, -2.73197, -3.59170)
S (1.60445, -1.63507, -4.73664)
C (3.14280, -0.96431, -4.19176)
O (1.70847, -2.38378, -5.93735)
O (0.66743, -0.53062, -4.65631)
H (-1.42132, -4.57085, -2.87724)
H (0.06818, -4.13184, -1.92208)
H (0.03058, -5.17777, -3.46234)
H (-0.61075, -3.03124, -4.59686)
H (-0.64522, -2.34660, -2.90492)
H (3.92794, -1.66782, -4.29964)
H (2.90897, -0.69110, -3.15643)
H (3.33359, -0.10993, -4.79365)
C (4.19741, -4.34423, 3.62332)
C (3.87356, -4.77676, 2.20332)
O (3.63887, -3.51321, 1.50489)
S (2.59420, -3.64135, 0.26598)
C (3.48449, -2.97436, -1.05460)
O (2.33237, -5.00197, -0.01246)
O (1.49226, -2.78521, 0.55285)
H (3.25329, -3.94775, 4.07764)
H (4.90485, -3.50682, 3.57823)
H (4.67988, -5.10190, 4.24956)
H (4.59765, -5.40654, 1.71762)
H (2.95727, -5.42390, 2.12241)
H (4.25006, -3.66304, -1.34091)
H (3.94657, -1.96329, -0.83138)
H (2.81744, -2.83088, -1.95536)
C (-5.08221, -1.04257, 1.25334)
C (-4.88428, -1.95964, 0.07867)
O (-3.80569, -2.95876, 0.44284)
S (-2.99229, -3.76639, -0.69478)
C (-3.76758, -5.37875, -0.72557)
O (-3.24070, -3.06242, -1.91745)
O (-1.73034, -3.91215, -0.04251)
H (-5.75391, -1.49558, 2.02136)
H (-5.38813, 0.01317, 0.94710)
H (-4.05371, -1.01943, 1.76467)
H (-5.80989, -2.39642, -0.28227)
H (-4.39725, -1.50062, -0.79780)
H (-3.78955, -5.89861, 0.24377)
H (-3.15355, -6.00747, -1.35717)
H (-4.71374, -5.27629, -1.15398)
C (1.06435, 3.04583, -6.19797)
C (2.07122, 3.77507, -5.34328)
O (2.47854, 2.83155, -4.22878)
S (3.80247, 3.07899, -3.42900)
C (3.19209, 4.13736, -2.18004)
O (4.10705, 1.83516, -2.83359)
O (4.79203, 3.73755, -4.18709)
H (1.51032, 2.06943, -6.30960)
H (0.93136, 3.44750, -7.19440)
H (0.06588, 2.96726, -5.79007)
H (2.99017, 4.06049, -5.94482)
H (1.65505, 4.67920, -4.84575)
H (2.35484, 3.78652, -1.63133)
H (3.03712, 5.10948, -2.61154)
H (4.08011, 4.20876, -1.51371)
C (-1.39997, 1.48426, -0.15447)
C (-0.54293, 1.02414, -1.22002)
C (-0.08533, -0.25100, -0.86467)
N (-0.63614, -0.48651, 0.38210)
C (-1.46437, 0.50636, 0.76901)
H (-2.01310, 2.38742, -0.11182)
H (-0.20496, 1.58977, -2.09619)
H (0.55116, -0.99177, -1.29849)
H (-0.44761, -1.30453, 0.95294)
H (-2.06373, 0.37030, 1.64327)
C (3.37797, 3.19174, 1.26807)
C (3.79398, 2.03825, 0.57581)
C (2.68511, 1.37509, 0.11997)
N (1.60666, 2.06290, 0.54393)
C (1.97542, 3.14838, 1.30504)
H (4.00121, 3.92385, 1.77188)
H (4.79547, 1.72441, 0.40592)
H (2.49404, 0.49803, -0.49681)
H (0.67056, 1.77701, 0.44551)
H (1.29613, 3.76324, 1.87824)
Cl (0.27821, -4.31761, 2.95096)
C (-1.49401, -4.21425, 2.97841)
Cl (-2.13644, -5.84440, 2.77965)
H (-1.73877, -3.78667, 3.96500)
H (-1.77237, -3.51943, 2.23394)
Cl (-1.40886, 5.36094, -1.49830)
C (-1.50173, 7.07014, -0.90999)
Cl (-2.46493, 7.97972, -2.12215)
H (-2.05739, 7.05951, 0.07031)
H (-0.46893, 7.50270, -0.98162)

Here are the Löwdin charges for atoms 1 to 8, given in e: atom 1 (C): -0.049, atom 2 (C): -0.275, atom 3 (O): -0.248, atom 4 (S): 0.501, atom 5 (C): -0.131, atom 6 (O): -0.228, atom 7 (O): -0.283, atom 8 (H): 0.080

ORCA calculation (wB97M-V/def2-TZVPD) on a molecular structure, CH3Br2O2P at a distorted geometry.

E_HOMO ... -10.170 eV
Maximum force ... 0.100 hartree/bohr
LUMO level ... -0.79 eV
Kohn-Sham gap ... 0.345 hartree
Energy ... -154553.7651 eV

Cartesian coordinates (Å):
C (-1.06941, 0.21870, 1.54187)
O (1.80962, 0.58451, -2.62563)
O (-1.82566, -0.23411, 0.70337)
P (2.00807, -0.00538, -1.34673)
Br (1.05578, 1.57820, 0.03620)
Br (-0.09205, -2.04396, -1.23893)
H (-0.67099, -0.86004, -0.74641)
H (-1.03717, 1.12866, 1.97088)
H (-0.17819, -0.36658, 1.70538)

Here are the natural (NBO) charges for atoms 1 to 8, given in e: atom 1 (C): 0.301, atom 2 (O): -1.007, atom 3 (O): -0.544, atom 4 (P): 1.321, atom 5 (Br): -0.385, atom 6 (Br): -0.158, atom 7 (H): 0.237, atom 8 (H): 0.129

ORCA calculation (wB97M-V/def2-TZVPD) on C23H24N2O4S in the gas phase at a distorted geometry.

E_HOMO ... -7.996 eV
Maximum force ... 0.024 hartree/bohr
LUMO level ... 0.45 eV
SMILES string ... O=C(CCc1ccc(S(=O)(=O)N2CCOCC2)cc1)Nc1ccc2ccccc2c1
Kohn-Sham gap ... 0.310 hartree
Energy ... -46246.2091 eV

Cartesian coordinates (Å):
O (1.40429, 4.66283, 1.03715)
C (1.94886, 3.85273, 0.32178)
C (2.47539, 4.21882, -1.05919)
C (1.34728, 4.02236, -2.09443)
C (0.93776, 2.57933, -2.14246)
C (1.61995, 1.68216, -2.95849)
C (1.33402, 0.32868, -2.90706)
C (0.37320, -0.12865, -2.02540)
S (0.15930, -1.89595, -1.86320)
O (1.08405, -2.35386, -0.86454)
O (0.24456, -2.49258, -3.16780)
N (-1.39409, -2.00932, -1.23120)
C (-1.61127, -3.09781, -0.29232)
C (-2.31518, -4.26214, -0.97912)
O (-3.59511, -3.89222, -1.46550)
C (-3.71798, -2.52043, -1.77355)
C (-2.41103, -1.91096, -2.26889)
C (-0.33097, 0.74575, -1.22032)
C (-0.05835, 2.10096, -1.29481)
N (2.11325, 2.53319, 0.62186)
C (1.50412, 1.79452, 1.64757)
C (0.96188, 2.41662, 2.79063)
C (0.34784, 1.66455, 3.75078)
C (0.23768, 0.26373, 3.62853)
C (-0.40496, -0.53457, 4.59692)
C (-0.49835, -1.88858, 4.43312)
C (0.04713, -2.50569, 3.29516)
C (0.68391, -1.76273, 2.34089)
C (0.79386, -0.36280, 2.48255)
C (1.42923, 0.42835, 1.50826)
H (2.76501, 5.26971, -1.04689)
H (3.34034, 3.61019, -1.32591)
H (1.70649, 4.34816, -3.07186)
H (0.50124, 4.64747, -1.80614)
H (2.38471, 2.04492, -3.62966)
H (1.84924, -0.38453, -3.53061)
H (-2.21015, -2.72735, 0.54702)
H (-0.63519, -3.40317, 0.08239)
H (-1.68951, -4.61597, -1.81184)
H (-2.47665, -5.08856, -0.28239)
H (-4.48432, -2.44998, -2.54958)
H (-4.06320, -1.96485, -0.88862)
H (-2.55582, -0.85385, -2.51124)
H (-2.07319, -2.43225, -3.17332)
H (-1.06923, 0.35935, -0.53662)
H (-0.60175, 2.79236, -0.66783)
H (2.54605, 1.95492, -0.08579)
H (1.03188, 3.48685, 2.88651)
H (-0.06698, 2.14346, 4.62603)
H (-0.82375, -0.05515, 5.47048)
H (-0.99314, -2.49457, 5.17829)
H (-0.03925, -3.57691, 3.18337)
H (1.10318, -2.22166, 1.45804)
H (1.84371, -0.06491, 0.63922)

Here are the natural (NBO) charges for atoms 1 to 8, given in e: atom 1 (O): -0.609, atom 2 (C): 0.685, atom 3 (C): -0.479, atom 4 (C): -0.418, atom 5 (C): 0.009, atom 6 (C): -0.233, atom 7 (C): -0.171, atom 8 (C): -0.358